Below is a molecular structure, C27H33Br2N4O4Tc, with properties calculated with the ωB97M-V functional and the def2-TZVPD basis.

Structure (XYZ):
```
71
C27H33Br2N4O4Tc (the ωB97M-V functional and the def2-TZVPD basis)
Tc 0.2031 0.1463 0.1048
C 7.0951 0.8546 1.7520
C 5.6329 0.5221 1.6561
C 4.9487 -0.1011 2.6904
C 3.5837 -0.3897 2.6158
C 3.0327 -1.1408 3.7552
N 2.2312 -0.7161 4.6567
C 1.5529 0.5923 4.8111
C 2.4764 1.8109 4.8102
C 1.7444 3.0654 5.2762
N 0.6973 3.5665 4.3553
C 0.4921 3.1431 3.1571
C -0.5371 3.5216 2.2389
C -1.5335 4.4798 2.4699
C -2.5722 4.6863 1.5764
C -3.6318 5.7258 1.8110
C -2.6034 3.8808 0.4372
C -1.6489 2.8942 0.1796
C -1.7184 2.1235 -1.0500
N -1.0602 1.0470 -1.2968
C -1.1325 0.4589 -2.6536
C 0.2633 0.2226 -3.2578
C 1.3757 1.0486 -2.6411
N 1.7290 0.6105 -1.2637
C 2.9596 0.7316 -0.9159
C 3.5447 0.4673 0.3795
C 4.9029 0.7797 0.5064
C 2.8427 -0.1244 1.4534
O 1.5683 -0.5000 1.3788
C -0.5817 2.7387 1.0721
O 0.4144 1.8907 0.8363
H 7.5012 0.5833 2.7243
H 7.2621 1.9214 1.6010
H 7.6629 0.3198 0.9900
H 5.4953 -0.3711 3.5889
H 3.3834 -2.1596 3.9110
H 1.9933 -1.3925 5.3765
H 1.0477 0.5254 5.7734
H 0.7789 0.6303 4.0469
H 2.9514 1.9669 3.8403
H 3.2880 1.6636 5.5256
H 2.4542 3.8774 5.4319
H 1.2466 2.8832 6.2295
H 0.1005 4.2927 4.7364
H 1.1652 2.3755 2.8033
H -1.5012 5.0916 3.3656
H -3.4281 6.3041 2.7099
H -4.6122 5.2614 1.9223
H -3.6859 6.4186 0.9711
H -3.4062 4.0240 -0.2797
H -2.3705 2.5107 -1.8323
H -1.7171 1.1306 -3.2819
H -1.6794 -0.4785 -2.5764
H 0.2186 0.4766 -4.3167
H 0.5323 -0.8318 -3.2121
H 1.0991 2.1040 -2.5843
H 2.2681 0.9741 -3.2610
H 3.6595 1.0828 -1.6740
H 5.4073 1.2235 -0.3460
Br -3.0834 -2.2743 -0.8906
C -1.5373 -3.3567 -0.9684
Br 0.2083 -2.4103 -0.7801
H -1.4557 -3.8291 -1.9384
H -1.5257 -4.0641 -0.1505
C -2.8999 -0.7879 2.9134
C -1.6733 -0.0569 2.4637
O -1.0204 0.6865 3.1721
O -1.3118 -0.3455 1.2154
H -3.2863 -0.3459 3.8267
H -2.6352 -1.8302 3.1064
H -3.6568 -0.7870 2.1313
```

The HOMO energy (spin up / spin down) is -16.51 / -16.61 eV. As for the energy above the lowest of the compared OMol25 structures with the same formula, charge and spin: 0.000 eV. Its total charge is +3. The calculation puts the HOMO-LUMO gap (spin up / spin down) at 7.72 / 7.01 eV. The spin multiplicity is 4.